The following is a quantum chemistry calculation of a single C6H12O molecule at a distorted geometry, from the Open Molecules 2025 dataset.

```
19
Properties=species:S:1:pos:R:3:forces:R:3
C -0.05989 2.86385 1.04316 0.1 0.2 1.5
C -0.48072 1.92160 -0.02486 2.6 -2.0 -3.1
C 0.50131 0.97382 -0.38579 -3.9 -0.1 -2.3
C 0.26492 -0.30960 -1.37627 0.2 2.4 -0.2
C -0.73881 -1.32882 -0.80309 -0.5 2.5 -3.7
C -0.44875 -1.73920 0.55114 -2.1 -0.2 2.9
O 0.90150 -2.19247 0.70730 -0.3 1.6 1.4
H -0.77295 2.84947 1.88650 -0.1 0.1 -0.4
H 0.08527 3.94742 0.79184 0.1 -1.1 0.0
H 0.82766 2.35270 1.51828 -0.5 1.2 -0.6
H -1.34850 2.08247 -0.78147 1.1 -0.6 2.0
H 1.54603 1.04368 -0.16756 0.3 0.2 1.2
H 1.22006 -0.75036 -1.49093 1.1 -0.7 0.4
H 0.09534 -0.06448 -2.49001 -0.6 0.1 1.7
H -0.63064 -2.19860 -1.42268 -0.2 -0.6 -0.6
H -1.72581 -0.81203 -1.09841 0.9 -1.3 1.4
H -1.09455 -2.63731 0.73493 0.2 0.8 0.4
H -0.75984 -0.88039 1.31401 0.9 -1.8 -1.4
H 1.11760 -1.68270 1.52138 0.6 -0.9 -0.9
```
Positions in Å, forces in eV/Å.

As for the structure (SMILES): C/C=C/CCCO. The value obtained for the energy above the lowest of the compared OMol25 structures with the same formula, charge and spin is 68.1 kcal per mole. Its charge is 0. The value obtained for the total energy is -8461.3991 eV. For the LUMO energy, the calculation gives 0.944 eV. The calculation puts the HOMO-LUMO gap at 0.3631 hartree.

***

The following is a quantum chemistry calculation of a single C6H12O molecule at a distorted geometry, from the Open Molecules 2025 dataset.

```
19
Properties=species:S:1:pos:R:3:forces:R:3
C -1.33661 -0.81711 1.22586 -0.1 0.0 -0.1
C 0.06093 -0.49782 0.71175 -0.3 0.1 -0.8
O 1.00195 -1.31588 1.38875 0.0 -0.1 -0.2
C 0.21430 -0.84236 -0.86506 -0.3 0.2 0.2
C 0.66041 0.46639 -1.51954 0.0 0.1 0.0
C 0.08604 1.52608 -0.58113 -0.1 0.2 -0.1
C 0.42506 0.99314 0.80763 0.0 0.0 -0.1
H -1.54705 -1.87857 1.05981 0.0 0.1 0.0
H -2.07833 -0.21490 0.69305 0.0 -0.1 0.1
H -1.43721 -0.62297 2.30145 0.2 0.0 -0.2
H 1.28913 -1.68432 0.55520 1.4 -1.2 0.8
H 0.92579 -1.65751 -1.14450 -0.3 0.3 0.7
H -0.74679 -1.20294 -1.24166 0.0 0.3 -0.1
H 1.75775 0.53732 -1.52608 -0.2 0.0 0.0
H 0.32580 0.57262 -2.55503 0.0 0.0 0.1
H -1.00595 1.54382 -0.69951 0.1 0.1 0.0
H 0.47054 2.52882 -0.76806 0.0 0.0 0.0
H -0.09455 1.51659 1.61918 0.0 -0.2 -0.1
H 1.50345 1.07597 1.00293 -0.2 -0.1 -0.1
```
Positions in Å, forces in eV/Å.

As for the structure (SMILES): CC1(O)CCCC1. The value obtained for the energy above the lowest of the compared OMol25 structures with the same formula, charge and spin is 13.7 kcal per mole. Its charge is 0. The value obtained for the total energy is -8463.7587 eV. For the LUMO energy, the calculation gives 1.022 eV. The calculation puts the HOMO-LUMO gap at 0.4040 hartree.

***

The following is a quantum chemistry calculation of a single C6H12O molecule, from the Open Molecules 2025 dataset.

```
19
Properties=species:S:1:pos:R:3:forces:R:3
C 1.78596 0.00189 -1.20810 0.0 0.0 0.0
C 1.05530 0.42458 0.04973 0.2 -0.3 0.0
O 0.65826 1.80702 -0.00736 0.1 0.1 0.0
C -0.72367 1.46935 0.15852 -0.4 0.1 0.0
C -0.41115 -0.03280 0.29083 0.0 -0.1 0.0
C -0.66122 -0.58906 1.68791 0.0 0.0 0.0
C -1.03874 -0.94578 -0.75328 0.0 0.0 -0.1
H 2.72990 0.55195 -1.28511 -0.1 -0.1 0.0
H 2.01645 -1.06965 -1.18679 0.0 0.1 0.0
H 1.19369 0.22131 -2.10254 0.1 0.0 0.1
H 1.69529 0.24411 0.92633 -0.1 0.0 -0.1
H -1.32453 1.75255 -0.71691 0.1 -0.1 0.1
H -1.15760 1.93772 1.05264 0.1 -0.1 -0.1
H -0.33545 -1.63274 1.75354 0.0 0.1 0.0
H -1.72948 -0.55498 1.93031 0.1 0.0 0.0
H -0.12522 -0.01070 2.44702 -0.1 0.0 -0.1
H -0.62742 -1.95863 -0.67212 0.0 0.1 -0.1
H -0.88100 -0.59254 -1.77773 0.0 0.0 0.2
H -2.11936 -1.02360 -0.58689 0.1 0.0 0.0
```
Positions in Å, forces in eV/Å.

As for the structure (SMILES): C[C@H]1OCC1(C)C. The value obtained for the energy above the lowest of the compared OMol25 structures with the same formula, charge and spin is 23.7 kcal per mole. Its charge is 0. The value obtained for the total energy is -8463.3269 eV. For the LUMO energy, the calculation gives 0.938 eV. The calculation puts the HOMO-LUMO gap at 0.3849 hartree.

***

The following is a quantum chemistry calculation of 2 unconnected molecules or ions with the total composition C6H12O at a distorted geometry, from the Open Molecules 2025 dataset.

```
19
Properties=species:S:1:pos:R:3:forces:R:3
C -2.19892 -0.30843 -1.24257 -1.1 0.5 -0.2
C -0.93828 -0.65950 -1.41376 0.2 -0.1 0.5
C -0.05455 -1.24692 -0.34159 0.3 -0.2 0.0
C 0.07161 -0.39197 0.90122 0.6 0.0 -0.2
C 1.09679 -0.45733 1.74121 -0.2 0.4 0.7
C 1.26793 0.47635 2.93182 -0.5 0.1 -0.8
H -2.84910 0.04761 -2.04391 0.6 0.1 -0.1
H -2.74656 -0.27761 -0.29961 0.5 -0.5 0.1
H -0.44150 -0.47700 -2.35113 -0.2 -0.2 -0.4
H 0.94480 -1.40142 -0.76329 0.0 0.1 0.1
H -0.37806 -2.27072 -0.10607 -0.2 0.2 0.1
H -0.63555 0.41981 1.03569 -0.2 -0.1 0.0
H 1.85424 -1.22417 1.66757 0.1 -0.2 -0.4
H 1.23265 1.51833 2.59769 0.4 -0.1 0.0
H 2.20625 0.26939 3.44366 -0.2 0.2 0.2
H 0.39822 0.40756 3.58249 0.2 -0.3 0.4
O 0.03846 1.93701 -3.26135 0.1 0.1 0.1
H 0.38261 2.19954 -2.39645 -0.1 -0.1 -0.2
H 0.74896 1.43948 -3.68161 0.0 0.1 0.1
```
Positions in Å, forces in eV/Å.

As for the structure (SMILES): C=CC/C=C/C.O. The value obtained for the energy above the lowest of the compared OMol25 structures with the same formula, charge and spin is 44.5 kcal per mole. Its charge is 0. The value obtained for the total energy is -8462.4221 eV. For the LUMO energy, the calculation gives 0.838 eV. The calculation puts the HOMO-LUMO gap at 0.3664 hartree.

***

The following is a quantum chemistry calculation of a single C6H12O molecule at a distorted geometry, from the Open Molecules 2025 dataset.

```
19
Properties=species:S:1:pos:R:3:forces:R:3
C -0.01709 -1.85401 0.70449 -0.2 0.0 0.0
C -0.03106 -0.32673 0.62015 -1.0 0.1 1.0
C 1.18371 0.26009 1.32848 0.0 0.2 -0.1
C -0.26987 0.14040 -0.82876 -0.7 0.4 0.0
C 0.41713 1.43880 -1.24001 0.1 0.1 0.0
C -1.79381 0.33945 -0.87690 -0.5 -2.1 -1.9
O -2.59107 -0.59169 -0.99225 1.3 1.8 0.6
H 0.03276 -2.18830 1.74566 0.0 0.1 -0.1
H 0.85266 -2.26295 0.17773 -0.1 0.1 0.0
H -0.92197 -2.27568 0.25459 0.2 0.0 0.0
H -0.98176 0.02859 1.15369 1.4 -0.4 -0.1
H 1.24190 -0.10352 2.36002 -0.1 0.0 -0.2
H 2.11078 -0.03272 0.82401 -0.1 0.0 0.0
H 1.14471 1.35259 1.36210 0.1 -0.1 0.0
H -0.01695 -0.64335 -1.55084 0.0 0.0 0.2
H 0.08991 1.74140 -2.24097 0.1 -0.1 0.1
H 1.50575 1.32573 -1.24465 -0.2 0.1 -0.1
H 0.16982 2.26565 -0.56607 0.0 -0.1 0.0
H -2.12554 1.38627 -0.99048 -0.2 0.1 0.5
```
Positions in Å, forces in eV/Å.

As for the structure (SMILES): CC(C)[C@H](C)C=O. The value obtained for the energy above the lowest of the compared OMol25 structures with the same formula, charge and spin is 16.6 kcal per mole. Its charge is 0. The value obtained for the total energy is -8463.6340 eV. For the LUMO energy, the calculation gives 1.000 eV. The calculation puts the HOMO-LUMO gap at 0.3913 hartree.

***

The following is a quantum chemistry calculation of a single C6H12O molecule, from the Open Molecules 2025 dataset.

```
19
Properties=species:S:1:pos:R:3:forces:R:3
C -0.80956 2.04271 0.25136 0.0 0.0 0.0
C 0.52182 1.35415 0.52850 0.0 0.1 0.1
C 1.34229 0.80746 -0.60728 0.1 0.0 -0.2
C 0.69014 -0.13772 0.35695 0.0 -0.2 0.1
C -0.49236 -0.98316 -0.05134 0.2 0.1 -0.3
C -0.08916 -2.31583 -0.65613 0.0 0.0 0.0
O -1.30272 -1.27246 1.08168 -0.1 0.2 0.2
H -0.99552 2.13841 -0.82505 0.0 0.0 0.2
H -0.81129 3.05211 0.67352 0.0 -0.1 -0.1
H -1.66143 1.50475 0.68837 0.1 0.1 -0.1
H 1.09257 1.78017 1.35143 -0.1 -0.1 -0.1
H 0.91298 0.88347 -1.60533 0.0 0.0 0.2
H 2.42298 0.90985 -0.58151 -0.2 0.0 0.0
H 1.34567 -0.62934 1.07622 -0.1 0.1 -0.1
H -1.08049 -0.42280 -0.79791 0.0 -0.1 0.1
H 0.48669 -2.16268 -1.57454 -0.1 0.0 0.1
H -0.98141 -2.90527 -0.89012 0.1 0.1 0.0
H 0.52132 -2.88215 0.05508 -0.1 0.1 -0.1
H -1.30098 -0.48315 1.63765 -0.1 -0.2 0.0
```
Positions in Å, forces in eV/Å.

As for the structure (SMILES): C[C@@H]1C[C@@H]1[C@@H](C)O. The value obtained for the energy above the lowest of the compared OMol25 structures with the same formula, charge and spin is 23.9 kcal per mole. Its charge is 0. The value obtained for the total energy is -8463.3175 eV. For the LUMO energy, the calculation gives 1.039 eV. The calculation puts the HOMO-LUMO gap at 0.4078 hartree.